ORCA calculation (ωB97M-V/def2-TZVPD) on a cluster of 2 separate species, C4H10NS in total in a non-equilibrium geometry.

Computed properties:
Maximum force = 2.13 eV Å⁻¹
Total energy = -16635.6312 eV
Energy above the lowest of the compared OMol25 structures with the same formula, charge and spin = 46.3 kJ/mol
Total charge = -1
HOMO-LUMO gap = 6.6 eV
HOMO = -0.0986 Eh

Last column: Mulliken charge in e.
Cartesian coordinates (Å):
C 2.329 0.451 -0.574  -0.839
C 2.331 -0.891 -0.229  0.075
N 1.328 -1.789 -0.322  -0.201
H 1.521 0.878 -1.181  0.220
H 3.289 1.051 -0.532  0.224
H 3.246 -1.267 0.243  0.242
H 0.382 -1.535 -0.731  -0.043
H 1.544 -2.768 -0.198  0.174
C -2.325 0.788 1.157  -1.039
C -1.673 0.833 -0.213  -0.290
S -1.618 -0.860 -0.871  -0.699
H -1.773 0.056 1.736  0.285
H -3.381 0.473 1.016  0.236
H -2.358 1.799 1.693  0.289
H -0.654 1.244 -0.105  0.120
H -2.188 1.535 -0.889  0.247

=====

ORCA calculation (ωB97M-V/def2-TZVPD) on an isolated molecule of C7H11ClN4 in a non-equilibrium geometry.

Computed properties:
Maximum force = 5.41 eV Å⁻¹
Total energy = -25917.1809 eV
Energy above the lowest of the compared OMol25 structures with the same formula, charge and spin = 238.0 kJ/mol
Structure (SMILES) = CC(C)(C)N(Cl)c1ncncn1
Total charge = 0
HOMO-LUMO gap = 9.5 eV
HOMO = -0.3450 Eh

Last column: Mulliken charge in e.
Cartesian coordinates (Å):
C 0.928 -1.198 -0.913  -1.352
C 0.961 -0.708 0.522  1.548
C 1.564 0.660 0.867  -1.889
C 1.749 -1.776 1.364  -1.511
N -0.438 -0.459 0.970  -0.260
Cl -1.464 -1.866 1.046  -0.136
C -1.207 0.473 -0.168  0.433
N -0.996 1.787 -0.002  -0.371
C -1.874 2.551 -0.514  0.024
N -2.830 2.203 -1.333  -0.513
C -2.872 0.898 -1.647  -0.075
N -2.160 -0.028 -0.976  -0.433
H 2.014 -1.246 -1.311  0.413
H 0.553 -2.185 -1.003  0.407
H 0.319 -0.470 -1.613  0.304
H 1.352 1.059 1.782  0.517
H 1.125 1.362 0.118  0.484
H 2.579 0.659 0.564  0.445
H 2.258 -1.250 2.193  0.379
H 1.257 -2.521 1.882  0.399
H 2.495 -2.041 0.645  0.378
H -1.634 3.583 -0.257  0.393
H -3.679 0.515 -2.216  0.416

=====

ORCA calculation (ωB97M-V/def2-TZVPD) on a structure of composition C3H4N2O2S in a non-equilibrium geometry.

Computed properties:
Maximum force = 4.83 eV Å⁻¹
Total energy = -21081.6616 eV
Energy above the lowest of the compared OMol25 structures with the same formula, charge and spin = 498.9 kJ/mol
Total charge = 0
HOMO-LUMO gap = 8.7 eV
HOMO = -0.3380 Eh

Last column: Mulliken charge in e.
Cartesian coordinates (Å):
C -0.531 -0.457 -0.178  0.581
C 1.696 -0.536 0.146  -0.263
C 1.270 0.819 -0.530  0.420
H -2.284 1.716 0.747  0.188
H -2.085 -1.507 0.259  0.284
H 1.897 -0.055 1.542  0.199
H 2.714 -1.319 -0.151  0.281
N -1.881 -0.572 -0.049  -0.312
N 0.429 -1.298 0.074  -0.493
O 1.970 1.511 -1.216  -0.491
O -0.109 1.025 -0.259  -0.291
S -3.087 0.672 -0.385  -0.102

=====

ORCA calculation (ωB97M-V/def2-TZVPD) on an isolated molecule of C15H13BCl2N2O2 in a non-equilibrium geometry.

Computed properties:
Maximum force = 4.65 eV Å⁻¹
Total energy = -48564.3228 eV
Structure (SMILES) = Cc1nc2cc(Cl)c(Cl)cc2n1Cc1ccc(B(O)O)cc1
Total charge = 0
HOMO-LUMO gap = 8.3 eV
HOMO = -0.2971 Eh

Last column: Mulliken charge in e.
Cartesian coordinates (Å):
C -1.324 -2.286 1.347  -1.032
C -1.222 -2.095 -0.104  0.595
N -0.751 -3.013 -0.962  -0.794
C -0.770 -2.332 -2.182  0.419
C -0.397 -2.863 -3.455  -0.740
C -0.361 -1.936 -4.471  0.239
Cl 0.858 -1.990 -5.772  -0.224
C -0.887 -0.525 -4.304  0.004
Cl -1.000 0.429 -5.686  -0.192
C -1.172 -0.106 -3.056  -0.743
C -1.088 -0.987 -1.958  0.435
N -1.393 -0.847 -0.650  0.332
C -1.840 0.426 0.098  -1.768
C -0.643 0.880 0.898  1.107
C -0.703 1.049 2.276  -0.762
C 0.527 1.469 2.877  -0.445
C 1.611 1.779 2.178  0.427
B 2.753 2.502 3.047  0.695
O 2.320 2.720 4.346  -0.550
O 4.032 2.785 2.664  -0.617
C 1.704 1.672 0.802  -0.888
C 0.523 1.229 0.178  -0.378
H -0.316 -2.522 1.637  0.225
H -1.667 -1.425 1.894  0.175
H -2.049 -3.139 1.541  0.326
H 0.158 -3.762 -3.594  0.433
H -1.546 0.829 -2.826  0.620
H -2.696 0.233 0.726  0.405
H -2.279 1.262 -0.432  0.458
H -1.524 0.715 2.842  0.470
H 0.534 1.695 3.943  0.435
H 3.073 2.656 4.987  0.295
H 4.436 2.488 1.819  0.319
H 2.583 1.866 0.252  0.350
H 0.514 1.145 -0.901  0.369

=====

ORCA calculation (ωB97M-V/def2-TZVPD) on a cluster of 2 separate species, C6H13N2 in total in a non-equilibrium geometry.

Computed properties:
Maximum force = 3.74 eV Å⁻¹
Total energy = -9403.5936 eV
Energy above the lowest of the compared OMol25 structures with the same formula, charge and spin = 315.9 kJ/mol
Total charge = +1
HOMO-LUMO gap = 10.0 eV
HOMO = -0.5088 Eh

Last column: Mulliken charge in e.
Cartesian coordinates (Å):
C -0.411 -0.136 -2.306  0.317
C -0.077 -1.570 1.485  -0.641
C 1.001 -0.889 2.264  -0.525
C -0.307 -0.214 1.991  -0.081
C 0.258 -0.178 -3.637  -1.134
C -0.689 2.075 1.723  -0.247
N -0.408 0.976 1.163  -0.260
N 0.054 0.563 -1.346  -0.349
H 0.074 -1.637 0.385  0.199
H -0.457 -2.442 2.116  0.265
H 1.039 -1.165 3.330  0.257
H 1.916 -0.607 1.727  0.264
H -1.053 -0.015 2.842  0.356
H -0.545 -0.482 -4.369  0.294
H 1.258 -0.735 -3.598  0.317
H 0.748 0.682 -3.991  0.412
H -1.010 3.002 1.194  0.290
H -1.262 -0.783 -2.232  0.397
H -0.821 1.940 2.845  0.204
H 0.894 1.101 -1.432  0.238
H -0.200 0.516 -0.154  0.426